This record from the OMol25 dataset describes a structure of composition C28H30BrIN5STb. The level of theory is the ωB97M-V functional and the def2-TZVPD basis.

Element x y z (Å)
Tb: 0.733 -0.137 0.407
I: 3.507 0.885 -0.668
Br: 5.835 -0.556 -2.786
S: 0.381 -2.126 -1.360
N: -1.907 -3.370 -0.830
N: -0.427 0.981 2.291
N: -1.345 0.059 -0.661
N: -2.069 -1.117 -0.661
N: 0.096 2.236 -0.441
C: -3.331 -3.577 -0.567
C: -1.641 0.481 2.562
C: 3.078 -1.335 2.096
C: -0.754 4.689 -1.425
C: -0.051 2.112 2.899
C: 4.160 -0.061 -3.474
C: -0.855 2.772 3.808
C: 0.955 -1.516 3.187
C: 2.675 0.050 -5.368
C: -1.540 3.553 -1.579
C: -1.891 1.090 -1.189
C: -3.731 -4.976 -0.989
C: 1.693 0.640 -4.583
C: 2.610 0.191 4.050
C: 2.760 -2.421 1.284
C: -1.096 2.344 -1.074
C: 0.835 3.337 -0.295
C: -1.319 -2.173 -0.902
C: 0.618 -2.588 2.366
C: 1.940 0.884 -3.243
C: 1.535 -3.061 1.428
C: -2.511 1.080 3.453
C: 0.453 4.584 -0.763
C: -3.212 1.019 -1.876
C: -2.107 2.245 4.089
C: 2.195 -0.877 3.076
C: 3.899 -0.295 -4.820
C: 3.168 0.527 -2.704
H: -2.488 3.626 -2.088
H: 0.268 -1.196 3.960
H: 2.491 -0.141 -6.416
H: -1.919 -0.435 2.048
H: 4.057 -0.876 2.012
H: -1.089 5.640 -1.818
H: 1.098 5.438 -0.616
H: 3.208 0.970 3.574
H: 0.933 2.495 2.652
H: 4.664 -0.750 -5.432
H: 3.479 -2.782 0.560
H: -3.552 1.978 -2.246
H: 1.299 -3.921 0.821
H: -3.575 -5.124 -2.058
H: 1.748 0.652 4.531
H: -0.332 -3.091 2.497
H: -0.503 3.676 4.283
H: -3.479 0.638 3.641
H: 1.785 3.221 0.210
H: -4.784 -5.149 -0.778
H: -3.956 0.611 -1.191
H: -1.349 -4.165 -1.097
H: 1.184 1.358 -2.631
H: -3.892 -2.819 -1.114
H: -3.529 -3.418 0.496
H: -2.762 2.738 4.795
H: -3.148 0.316 -2.709
H: 3.227 -0.245 4.837
H: 0.739 0.912 -5.012
H: -3.162 -5.734 -0.447

lowest unoccupied orbital energy (alpha / beta)	-0.2264 / -0.2234	Ha
relative energy (zero: lowest compared OMol25 entry of this formula, charge and spin)	17.0	kJ/mol
calculated total energy	-148375.95817	eV
spin multiplicity	7
HOMO-LUMO gap (alpha / beta)	7.5 / 7.6	eV
total charge	+2



This record from the OMol25 dataset describes a structure of composition C28H30BrN3RuS2Si2. The level of theory is the ωB97M-V functional and the def2-TZVPD basis.

Element x y z (Å)
Ru: -0.307 0.287 0.573
Br: -0.929 0.090 3.320
S: 0.058 3.084 2.052
S: -2.000 5.227 1.697
Si: 1.518 1.704 -0.221
Si: -0.695 -0.164 -1.782
N: -2.149 1.515 0.676
N: -1.928 -1.214 0.618
N: -2.345 2.805 0.854
C: 0.552 -3.530 4.687
C: 2.938 1.597 -2.766
C: -1.466 3.556 1.426
C: 2.349 -3.664 1.429
C: 1.361 -3.972 3.649
C: 3.038 1.421 -4.135
C: -3.167 -0.626 0.513
C: -4.335 -1.435 0.520
C: 3.162 1.434 0.782
C: -4.226 -2.786 0.689
C: 1.034 -1.178 1.153
C: -0.625 -2.051 -2.242
C: 0.783 0.552 -2.765
C: -2.948 -3.356 0.822
C: -0.094 -2.316 4.584
C: -2.305 0.453 -2.669
C: 0.872 -1.944 2.341
C: 0.092 -1.541 3.442
C: 2.511 -2.906 0.276
C: 1.812 1.186 -2.068
C: -3.237 0.765 0.465
C: 1.625 3.606 -0.607
C: 0.884 0.394 -4.140
C: 1.997 0.835 -4.833
C: 1.888 -1.680 0.148
C: -1.849 -2.531 0.761
C: -0.758 6.122 0.702
C: 1.542 -3.205 2.482
H: 2.057 0.712 -5.908
H: -5.293 -0.947 0.422
H: 0.075 -2.588 -1.607
H: -2.816 -4.416 0.960
H: 3.092 1.867 1.776
H: -5.103 -3.415 0.734
H: -0.725 -1.941 5.376
H: -0.853 -2.946 0.835
H: 0.429 -4.130 5.578
H: 3.982 1.916 0.261
H: -1.597 -2.527 -2.145
H: 2.851 -4.618 1.531
H: 3.401 0.380 0.897
H: 1.862 -4.928 3.720
H: 0.232 5.948 1.112
H: 3.921 1.758 -4.665
H: 2.514 3.800 -1.196
H: -1.004 7.178 0.753
H: 3.154 -3.265 -0.516
H: -2.533 1.486 -2.428
H: -2.189 0.379 -3.745
H: -3.158 -0.153 -2.382
H: 0.074 -0.073 -4.683
H: 2.066 -1.100 -0.752
H: 0.773 3.953 -1.180
H: -0.818 5.772 -0.323
H: 3.751 2.071 -2.236
H: -4.192 1.268 0.348
H: -0.289 -2.169 -3.268
H: 1.685 4.195 0.297

lowest unoccupied orbital energy (alpha / beta)	0.0595 / 0.0569	Ha
calculated total energy	-144045.29408	eV
spin multiplicity	2
HOMO-LUMO gap (alpha / beta)	5.7 / 5.8	eV
total charge	-1



This record from the OMol25 dataset describes a structure of composition C28H30BrN4Ti. The level of theory is the ωB97M-V functional and the def2-TZVPD basis.

Element x y z (Å)
Br: -0.343 -0.825 7.529
Ti: 0.201 -0.103 0.648
N: 0.411 -2.151 0.009
N: 0.220 1.929 0.352
N: 2.151 0.235 0.146
N: -1.657 -0.740 -0.121
C: -1.767 3.192 -0.537
C: -1.748 -1.793 -0.808
C: 2.833 -2.104 -0.504
C: 0.365 0.747 3.748
C: -1.045 -4.347 -2.545
C: 1.683 -2.798 0.232
C: 3.240 3.780 -2.453
C: 3.452 2.418 -2.664
C: -0.205 -3.690 -1.670
C: 2.260 1.315 -0.693
C: -0.444 -2.608 -0.815
C: -0.858 2.828 0.654
C: -2.148 2.044 -1.472
C: -2.812 0.097 0.157
C: -3.199 1.053 -0.980
C: 3.060 1.354 -1.825
C: -2.393 -4.185 -2.829
C: -0.427 -1.470 3.425
C: 0.263 0.601 5.126
C: -3.217 -3.242 -2.284
C: 2.420 4.370 -1.529
C: 3.202 -0.749 0.117
C: -0.540 -1.650 4.800
C: 1.291 2.406 -0.339
C: -2.948 -2.198 -1.398
C: -0.192 -0.603 5.635
C: 0.025 -0.273 2.850
C: 1.449 3.735 -0.685
H: 0.812 -4.050 -1.672
H: 3.711 -2.759 -0.435
H: -4.253 -3.303 -2.606
H: 0.708 4.425 -0.305
H: -2.577 0.660 1.062
H: -0.559 -5.144 -3.102
H: -3.523 0.455 -1.838
H: 3.789 4.454 -3.109
H: -1.240 1.520 -1.788
H: 1.883 -2.741 1.308
H: -0.706 -2.303 2.780
H: -2.833 -4.867 -3.544
H: -0.484 3.762 1.107
H: 3.531 0.413 -2.096
H: -1.469 2.366 1.440
H: -3.679 -0.526 0.420
H: 2.586 -1.994 -1.566
H: 0.730 1.693 3.355
H: -2.564 2.493 -2.382
H: -3.790 -1.579 -1.142
H: 4.090 2.139 -3.496
H: 3.501 -0.959 1.158
H: -1.278 3.952 -1.149
H: 0.535 1.404 5.800
H: 2.397 5.456 -1.510
H: -4.082 1.616 -0.653
H: -0.894 -2.585 5.218
H: -2.678 3.661 -0.143
H: 4.101 -0.362 -0.379
H: 1.649 -3.868 -0.012

lowest unoccupied orbital energy (alpha / beta)	0.0942 / 0.0942	Ha
calculated total energy	-128641.65112	eV
spin multiplicity	3
HOMO-LUMO gap (alpha / beta)	4.4 / 6.5	eV
total charge	-1



This record from the OMol25 dataset describes a structure of composition C28H30CdNOSe. The level of theory is the ωB97M-V functional and the def2-TZVPD basis.

Element x y z (Å)
Cd: 0.738 0.532 2.982
Se: -1.356 2.013 2.694
O: 0.267 0.246 -2.002
N: -1.074 1.484 -3.382
C: -1.218 -1.765 -0.233
C: -0.852 0.530 -2.430
C: -1.653 1.546 4.482
C: 2.883 -0.731 1.151
C: 2.220 1.377 0.528
C: -1.773 -0.174 6.686
C: 2.564 1.436 1.909
C: -2.938 0.133 5.967
C: -0.536 1.427 5.356
C: 2.862 0.082 -4.658
C: 3.692 1.935 -3.334
C: -3.327 -2.283 -1.408
C: -1.924 -1.670 -1.561
C: 1.341 1.819 -3.914
C: 3.920 0.718 -3.986
C: 2.447 0.059 0.073
C: -1.702 -1.205 0.972
C: -1.196 -2.464 -2.659
C: -2.110 -0.181 -1.966
C: 0.103 -2.524 1.482
C: 2.936 0.086 2.321
C: -0.577 0.483 6.378
C: -0.033 2.425 -3.795
C: 1.583 0.650 -4.644
C: 2.416 2.493 -3.326
C: -0.076 -2.561 0.082
C: -0.882 -1.658 2.041
C: -2.891 1.003 4.880
H: -2.565 -0.546 1.051
H: 0.348 0.239 6.911
H: 0.376 2.013 5.176
H: 0.000 3.261 -3.079
H: 4.507 2.456 -2.826
H: 0.868 -3.061 2.029
H: 3.193 -1.769 1.083
H: -3.773 1.195 4.271
H: -1.056 -1.453 3.100
H: -2.029 1.811 -3.458
H: -2.517 0.384 -1.109
H: -1.739 -2.355 -3.606
H: -1.795 -0.912 7.488
H: 4.917 0.272 -3.982
H: -0.170 -2.105 -2.794
H: 3.031 -0.859 -5.190
H: 0.531 -3.095 -0.647
H: -3.891 -0.299 6.270
H: -0.348 2.822 -4.767
H: 2.711 2.345 2.497
H: -2.858 -0.123 -2.774
H: 2.343 -0.270 -0.959
H: -1.172 -3.530 -2.393
H: -3.877 -2.198 -2.354
H: 0.763 0.168 -5.185
H: -3.251 -3.348 -1.158
H: -3.907 -1.777 -0.628
H: 3.395 -0.183 3.271
H: 1.896 2.214 -0.094
H: 2.216 3.443 -2.830

lowest unoccupied orbital energy	0.0953	Ha
relative energy (zero: lowest compared OMol25 entry of this formula, charge and spin)	173.9	kJ/mol
calculated total energy	-102970.41175	eV
HOMO-LUMO gap	5.7	eV
total charge	-1



This record from the OMol25 dataset describes a structure of composition C28H30Cl2N7O3PTi. The level of theory is the ωB97M-V functional and the def2-TZVPD basis.

Element x y z (Å)
Ti: -0.306 0.426 0.223
Cl: -4.291 6.002 1.638
Cl: -5.334 4.990 -1.207
P: -0.303 -1.651 -1.384
O: -2.183 0.936 -3.178
O: -1.553 0.110 2.000
O: 1.406 -0.568 1.386
N: -1.862 1.228 -0.888
N: 0.394 -2.737 -3.843
N: 1.012 1.873 3.681
N: 0.759 1.569 -1.443
N: 0.233 -4.310 -1.968
N: -1.803 -3.363 -2.956
N: -0.851 2.280 1.602
C: 0.553 -1.533 -3.029
C: -0.582 0.366 4.639
C: -1.527 1.288 -2.218
C: -1.175 -4.515 -2.319
C: -3.613 4.602 0.870
C: 2.300 -1.471 3.364
C: -4.063 4.164 -0.366
C: 2.726 0.003 1.542
C: 3.448 -0.904 2.529
C: -1.019 -2.991 -4.131
C: 0.075 0.409 5.856
C: -1.994 2.800 0.932
C: -2.474 2.345 -0.309
C: 0.375 -3.312 -0.908
C: 2.005 2.029 -1.578
C: -1.939 -2.239 -2.027
C: 0.259 2.420 -3.623
C: -3.495 3.043 -0.947
C: -2.576 3.927 1.496
C: 0.953 -3.909 -3.176
C: -0.103 1.777 -2.451
C: 2.438 2.709 -2.701
C: 1.550 2.905 -3.748
C: 1.648 1.884 4.849
C: 1.208 -1.649 2.327
C: 1.218 1.186 5.968
C: -0.089 1.129 3.583
C: -0.905 1.172 2.315
H: 3.454 3.076 -2.747
H: -1.072 -3.814 -4.848
H: -1.225 -5.357 -3.013
H: -3.864 2.691 -1.901
H: 1.985 -0.757 4.122
H: 1.765 1.255 6.899
H: -0.297 -0.153 6.703
H: 0.195 -1.562 2.715
H: 0.144 -0.677 -3.574
H: 2.549 2.488 4.894
H: 1.314 -2.597 1.791
H: -1.456 -2.100 -4.584
H: 2.605 1.018 1.923
H: 1.997 -3.711 -2.921
H: -1.732 -4.775 -1.417
H: -0.480 2.533 -4.403
H: -0.150 -3.660 -0.014
H: -1.473 -0.227 4.487
H: -2.436 -1.404 -2.522
H: 3.965 -1.707 2.001
H: 1.431 -3.210 -0.647
H: -2.565 -2.534 -1.183
H: 2.676 1.854 -0.746
H: 1.617 -1.338 -2.863
H: 0.921 -4.744 -3.879
H: 3.205 0.024 0.561
H: -2.184 4.302 2.431
H: 4.180 -0.356 3.121
H: 1.856 3.433 -4.642
H: 2.555 -2.410 3.854

lowest unoccupied orbital energy (alpha / beta)	-0.0030 / -0.0051	Ha
relative energy (zero: lowest compared OMol25 entry of this formula, charge and spin)	190.0	kJ/mol
calculated total energy	-103546.04116	eV
spin multiplicity	3
HOMO-LUMO gap (alpha / beta)	6.6 / 7.0	eV
total charge	0



This record from the OMol25 dataset describes a cluster of 4 separate species, C28H30F6O8P2S in total. The level of theory is the ωB97M-V functional and the def2-TZVPD basis.

Element x y z (Å)
S: 1.247 -2.055 0.361
P: -0.913 0.020 -1.140
P: -0.535 -2.053 2.968
F: -7.314 0.860 2.880
F: 6.985 -1.500 -4.857
F: 5.695 2.668 -9.642
F: 0.833 1.854 3.694
F: 3.362 1.624 2.807
F: 2.791 2.285 0.820
O: 0.909 -0.527 0.848
O: 2.076 -2.720 1.294
O: -0.274 -2.564 0.400
O: -3.629 -0.641 3.283
O: 1.713 -1.982 -0.976
O: -0.789 -0.689 3.851
O: -3.483 -0.923 1.072
O: -0.845 -1.099 -2.096
C: -5.745 2.455 3.587
C: 2.375 1.968 2.025
C: 6.702 -2.944 -3.019
C: 6.011 -3.263 -1.858
C: 3.972 3.159 -8.123
C: 4.698 0.915 -6.651
C: 4.585 -1.354 -2.160
C: 3.277 2.826 -6.970
C: -7.213 1.381 5.178
C: -6.757 1.571 3.891
C: -5.599 3.010 5.920
C: 4.953 -2.474 -1.428
C: 6.318 -1.824 -3.725
C: 3.638 1.707 -6.232
C: -5.163 3.183 4.613
C: -1.028 0.976 1.400
C: 5.273 -1.021 -3.317
C: 5.396 1.232 -7.806
C: -0.031 2.149 1.458
C: -1.822 -3.245 3.528
C: -1.094 -1.596 1.178
C: 1.113 1.984 2.390
C: -4.086 -1.110 2.291
C: -2.517 -1.910 0.717
C: -5.341 -1.925 2.319
C: -6.620 2.111 6.199
C: 5.019 2.351 -8.519
C: -0.500 -0.287 0.671
H: -2.824 -2.903 1.046
H: -5.143 3.576 6.721
H: 4.983 0.043 -6.080
H: 6.301 -4.135 -1.287
H: -6.957 1.974 7.217
H: 2.449 3.444 -6.649
H: -1.870 1.330 0.802
H: 4.414 -2.730 -0.526
H: -0.600 3.024 1.792
H: -1.439 0.745 2.378
H: -8.012 0.679 5.371
H: -5.426 2.562 2.559
H: 3.712 4.029 -8.710
H: -5.286 -2.526 3.225
H: -1.007 -0.949 4.756
H: -5.487 -2.556 1.447
H: 3.094 1.452 -5.333
H: -2.321 -3.756 2.709
H: 7.524 -3.549 -3.375
H: 6.221 0.625 -8.153
H: 5.009 -0.147 -3.897
H: -2.217 0.540 -1.080
H: 0.337 2.402 0.465
H: -4.370 3.884 4.393
H: -2.534 -2.790 4.216
H: -6.168 -1.228 2.434
H: 3.758 -0.743 -1.830
H: -0.016 1.064 -1.440
H: -2.501 -1.939 -0.375
H: -1.266 -4.005 4.077

lowest unoccupied orbital energy	0.0086	Ha
SMILES	CC(=O)OC[C@@]1(P(C)O)OS(=O)(=O)O[C@@]1(CCC(F)=C(F)F)[PH2]=O.Fc1ccccc1.Fc1ccccc1.Fc1ccccc1
calculated total energy	-91617.65228	eV
HOMO-LUMO gap	9.0	eV
total charge	0



This record from the OMol25 dataset describes a structure of composition C28H31BFeO6S. The level of theory is the ωB97M-V functional and the def2-TZVPD basis.

Element x y z (Å)
Fe: 2.178 4.746 2.443
S: -1.037 -3.544 -0.625
O: -2.331 -1.122 -0.078
O: 3.834 7.161 2.232
O: 0.304 6.961 1.981
O: -0.412 0.046 0.589
O: 1.570 4.877 5.281
O: -0.605 -0.230 -6.127
C: -2.273 -2.089 2.085
C: 2.041 2.470 -0.732
C: -1.389 0.306 1.604
C: 2.890 2.781 1.586
C: -0.755 -6.254 -0.127
C: 2.329 0.285 1.468
C: 0.486 -0.870 -4.034
C: -1.839 1.747 1.386
C: -3.924 -0.303 1.526
C: -0.173 -4.900 -0.001
C: -0.643 -0.463 -4.783
C: 0.122 -2.370 -0.033
C: 0.984 6.040 2.181
C: -1.923 -0.322 -2.719
C: -1.871 -0.258 -4.107
C: -2.504 -0.803 1.305
C: 3.220 6.177 2.357
C: -0.801 -0.705 -1.975
C: 1.831 4.686 4.158
C: 0.706 -0.264 -6.740
C: 1.153 -3.048 0.605
C: 2.681 1.474 2.097
C: 0.350 -1.080 -2.662
C: 1.553 1.178 -0.703
C: 2.708 3.190 0.260
C: 1.769 0.141 0.196
C: 1.004 -4.485 0.575
C: -0.738 0.187 2.981
B: -0.940 -0.849 -0.359
H: 3.433 3.493 2.290
H: -2.867 -0.088 -2.227
H: 2.907 1.379 3.168
H: 0.097 0.895 3.059
H: -4.135 0.566 0.889
H: -4.023 -0.036 2.590
H: -2.344 1.839 0.416
H: -2.505 2.083 2.191
H: 1.594 -0.867 -0.143
H: -1.249 -2.462 1.941
H: -1.229 -6.355 -1.112
H: 0.037 -6.996 -0.011
H: 1.733 -5.195 0.975
H: 2.452 -0.636 2.042
H: -4.641 -1.098 1.273
H: 2.039 -2.600 1.048
H: -0.957 2.400 1.382
H: 1.461 -0.995 -4.509
H: 0.904 0.942 -1.539
H: -2.975 -2.850 1.720
H: 3.152 4.160 -0.050
H: -1.519 -6.430 0.641
H: -2.462 -1.932 3.157
H: 1.181 -1.248 -6.605
H: 1.183 -1.520 -2.120
H: -1.463 0.452 3.776
H: -0.348 -0.829 3.157
H: -2.750 0.001 -4.698
H: 0.521 -0.076 -7.797
H: 1.866 2.993 -1.684
H: 1.350 0.517 -6.310

lowest unoccupied orbital energy (alpha / beta)	-0.2595 / -0.3438	Ha
relative energy (zero: lowest compared OMol25 entry of this formula, charge and spin)	251.8	kJ/mol
calculated total energy	-87701.91504	eV
spin multiplicity	5
HOMO-LUMO gap (alpha / beta)	5.7 / 4.4	eV
total charge	+2